Here is C38H33AsF6N4O6SY as an isolated structure in a non-equilibrium geometry from the Open Molecules 2025 dataset. Energies are from ωB97M-V/def2-TZVPD.

Properties
Multiplicity: 2
M, g mol⁻¹: 951.59
LUMO energy (spin up / spin down), eV: 4.20 / 4.17
Total charge: -2
Energy, eV: -147221.036
Frontier orbital gap (spin up / spin down), eV: 5.83 / 7.13
Energy relative to the best compared isomer or geometry (same formula, charge and spin), eV: 0.6443

Cartesian coordinates (Å):
Y: -0.276 -0.619 0.026
O: -2.257 -0.296 1.075
C: -2.766 0.647 1.776
C: -3.313 0.393 3.064
C: -3.836 1.399 3.841
C: -3.857 2.726 3.401
C: -3.336 3.002 2.153
C: -2.805 2.008 1.328
C: -2.316 2.422 0.021
N: -1.900 1.637 -0.887
C: -1.476 2.181 -2.155
C: -0.122 1.568 -2.548
N: -0.267 0.136 -2.328
C: -0.260 -0.643 -3.332
C: -0.560 -2.065 -3.348
C: -0.446 -2.701 -4.592
C: -0.785 -4.022 -4.781
C: -1.275 -4.740 -3.683
C: -1.409 -4.154 -2.449
C: -1.042 -2.800 -2.218
O: -1.188 -2.288 -1.050
H: -3.276 -0.631 3.414
H: -4.228 1.153 4.823
H: -4.254 3.514 4.027
H: -3.325 4.025 1.788
H: -2.358 3.509 -0.161
H: -1.420 3.280 -2.162
H: -2.194 1.857 -2.918
H: 0.844 2.113 -0.742
H: 0.090 1.780 -3.605
H: -0.023 -0.233 -4.325
H: -0.074 -2.115 -5.428
H: -0.677 -4.491 -5.750
H: -1.549 -5.783 -3.803
H: -1.767 -4.710 -1.593
C: 6.680 1.683 2.167
C: 5.476 0.784 2.232
C: 4.546 0.767 1.201
C: 3.414 -0.028 1.269
C: 3.209 -0.818 2.390
C: 4.129 -0.826 3.428
C: 5.259 -0.030 3.340
S: 1.692 -1.727 2.610
O: 1.772 -2.270 3.945
O: 1.559 -2.828 1.577
N: 0.468 -0.844 2.279
C: 0.425 0.441 3.009
C: 0.648 1.667 2.106
O: 0.928 2.746 2.610
O: 0.512 1.433 0.848
H: 6.861 2.025 1.148
H: 7.577 1.170 2.521
H: 6.539 2.569 2.791
H: 4.700 1.389 0.326
H: 2.707 -0.066 0.451
H: 3.952 -1.460 4.285
H: 5.981 -0.036 4.150
H: 1.146 0.468 3.830
H: -0.564 0.551 3.463
F: 1.566 -1.098 -0.763
As: 2.914 -4.103 0.946
F: 3.767 -3.928 2.444
F: 3.822 -2.791 0.293
F: 4.066 -5.265 0.378
F: 1.974 -4.196 -0.491
F: 1.946 -5.343 1.662
N: 0.961 2.109 -1.762
C: 2.134 2.561 -2.303
C: 2.662 1.851 -3.470
C: 3.223 2.518 -4.566
C: 3.706 1.811 -5.654
C: 3.643 0.423 -5.672
C: 3.096 -0.250 -4.586
C: 2.609 0.449 -3.493
C: 2.843 3.621 -1.644
C: 4.201 3.896 -1.927
C: 4.877 4.903 -1.267
C: 4.245 5.661 -0.286
C: 2.921 5.378 0.034
C: 2.228 4.383 -0.626
H: 3.256 3.601 -4.566
H: 4.127 2.347 -6.498
H: 4.024 -0.131 -6.522
H: 3.050 -1.333 -4.573
H: 2.208 -0.092 -2.640
H: 4.725 3.288 -2.652
H: 5.920 5.083 -1.504
H: 4.782 6.442 0.238
H: 2.422 5.928 0.822
H: 1.208 4.164 -0.342



Here is a 2-piece molecular cluster, C26H47F10N2O9PS overall in a non-equilibrium geometry from the Open Molecules 2025 dataset. Energies are from ωB97M-V/def2-TZVPD.

Properties
M, g mol⁻¹: 784.69
LUMO energy, eV: 0.11
SMILES string: C=C[C@H](S)O[C@](CCCF)(CNC)[C@](COCOCCO)(O[C@@](CC)(CN)P(=O)(O)O)C(F)(F)C(F)(F)C(F)(F)C(F)(F)F.CCOCC
Energy, eV: -96414.430
Frontier orbital gap, eV: 8.63

Cartesian coordinates (Å):
C: 1.673 2.691 -3.578
C: 0.461 1.819 -3.851
C: 0.480 0.230 -3.323
S: 0.005 -0.989 -4.723
O: 0.031 -0.044 -2.032
C: -1.291 -0.042 -1.537
C: -2.538 -0.465 -2.475
C: -2.976 0.428 -3.740
C: -3.554 -0.547 -4.969
F: -4.500 0.322 -5.740
C: -1.597 1.540 -1.085
N: -0.410 2.258 -0.460
C: -0.792 3.596 0.128
C: -1.135 -1.057 -0.180
C: -2.219 -0.632 1.028
O: -3.610 -0.715 0.765
C: -4.430 0.414 1.216
O: -5.766 0.038 1.694
C: -6.832 0.331 0.731
C: -7.185 1.928 0.534
O: -7.192 2.713 1.777
O: 0.023 -0.521 0.424
C: 1.275 -0.926 0.727
C: 1.370 -1.656 2.232
C: 2.623 -2.685 2.403
C: 2.353 -1.489 -0.360
N: 2.259 -2.912 -0.790
P: 2.162 0.791 1.165
O: 2.623 1.554 -0.137
O: 3.594 0.520 2.153
O: 1.044 1.688 2.179
C: -1.195 -2.642 -0.559
F: -0.534 -2.943 -1.885
F: -0.394 -3.475 0.428
C: -2.576 -3.463 -0.529
F: -2.905 -3.712 0.927
F: -3.790 -2.916 -1.133
C: -2.530 -4.988 -1.186
F: -1.246 -5.677 -1.197
F: -2.932 -4.795 -2.630
C: -3.613 -6.012 -0.479
F: -3.748 -7.164 -1.448
F: -4.975 -5.466 -0.315
F: -3.081 -6.645 0.780
H: 1.561 3.855 -3.624
H: 2.664 2.111 -3.276
H: -0.390 2.309 -4.476
H: 1.668 0.031 -3.294
H: -0.497 -0.287 -5.829
H: -3.512 -0.477 -1.782
H: -2.456 -1.591 -2.866
H: -2.190 1.127 -4.227
H: -3.911 1.109 -3.447
H: -2.710 -0.894 -5.706
H: -4.143 -1.468 -4.548
H: -1.793 2.209 -2.058
H: -2.567 1.666 -0.448
H: 0.369 2.409 -1.135
H: -0.192 3.848 1.129
H: -0.573 4.481 -0.639
H: -1.929 3.677 0.394
H: -1.956 0.451 1.457
H: -1.948 -1.372 1.926
H: -3.949 1.079 2.058
H: -4.547 1.129 0.268
H: -7.826 -0.147 1.188
H: -6.690 -0.207 -0.309
H: -8.165 2.104 -0.118
H: -6.297 2.369 -0.130
H: -6.254 3.113 1.822
H: 0.359 -2.226 2.511
H: 1.482 -0.849 3.106
H: 2.648 -3.076 3.527
H: 2.387 -3.645 1.746
H: 3.683 -2.225 2.140
H: 2.403 -0.827 -1.352
H: 3.435 -1.330 0.122
H: 2.515 -2.915 -1.824
H: 3.060 -3.433 -0.344
H: 4.283 -0.023 1.643
H: 1.523 2.322 2.790
C: 6.948 4.009 2.461
C: 6.236 2.681 2.643
O: 7.120 1.560 2.667
C: 8.101 1.549 3.701
C: 7.508 1.560 5.099
H: 7.538 4.006 1.540
H: 6.221 4.827 2.410
H: 7.632 4.223 3.287
H: 5.559 2.525 1.796
H: 5.609 2.685 3.541
H: 8.805 2.377 3.562
H: 8.680 0.628 3.572
H: 6.926 2.466 5.288
H: 8.303 1.511 5.851
H: 6.838 0.706 5.238



Here is one molecule with the formula C24H30FNO4 from the Open Molecules 2025 dataset. Energies are from ωB97M-V/def2-TZVPD.

Properties
M, g mol⁻¹: 415.50
LUMO energy, eV: 0.64
SMILES string: CCOC(=O)C1(CCOc2ccccc2)CCN(Cc2ccc(F)c(OC)c2)CC1
Energy, eV: -37772.363
Frontier orbital gap, eV: 9.00
Energy relative to the best compared isomer or geometry (same formula, charge and spin), eV: 0.0419

Cartesian coordinates (Å):
C: -4.038 1.834 1.816
C: -3.266 0.861 2.695
O: -2.381 0.048 1.919
C: -1.198 0.573 1.598
O: -0.835 1.664 1.959
C: -0.318 -0.371 0.783
C: 0.819 -0.812 1.727
C: 0.331 -1.527 2.992
O: 1.385 -1.794 3.888
C: 1.871 -0.789 4.678
C: 1.404 0.520 4.707
C: 1.978 1.434 5.577
C: 3.012 1.065 6.416
C: 3.479 -0.240 6.385
C: 2.916 -1.159 5.526
C: -1.083 -1.572 0.219
C: -2.068 -1.142 -0.880
N: -1.466 -0.384 -1.954
C: -0.674 -1.169 -2.884
C: -0.425 -0.396 -4.153
C: -1.464 0.309 -4.742
C: -1.248 1.014 -5.912
C: 0.003 1.003 -6.490
F: 0.207 1.689 -7.635
C: 1.072 0.300 -5.924
O: 2.260 0.360 -6.579
C: 3.359 -0.335 -6.044
C: 0.833 -0.394 -4.743
C: -0.773 0.776 -1.429
C: 0.290 0.438 -0.376
H: -3.352 2.532 1.343
H: -4.584 1.295 1.045
H: -4.743 2.393 2.424
H: -2.682 1.409 3.441
H: -3.937 0.156 3.189
H: 1.385 0.075 2.022
H: 1.500 -1.477 1.192
H: -0.460 -0.952 3.488
H: -0.069 -2.513 2.740
H: 0.605 0.853 4.063
H: 1.607 2.448 5.587
H: 3.452 1.786 7.088
H: 4.287 -0.542 7.036
H: 3.264 -2.179 5.490
H: -1.636 -2.078 1.009
H: -0.360 -2.277 -0.199
H: -2.553 -2.025 -1.303
H: -2.844 -0.513 -0.435
H: 0.288 -1.507 -2.466
H: -1.256 -2.063 -3.132
H: -2.433 0.310 -4.269
H: -2.039 1.572 -6.388
H: 3.167 -1.412 -5.993
H: 3.624 0.037 -5.049
H: 4.184 -0.149 -6.729
H: 1.631 -0.945 -4.271
H: -0.314 1.310 -2.264
H: -1.526 1.431 -0.980
H: 0.715 1.363 0.015
H: 1.095 -0.141 -0.832



Here is a 7-piece molecular cluster, C34H51FIN7O5S overall from the Open Molecules 2025 dataset. Energies are from ωB97M-V/def2-TZVPD.

Properties
M, g mol⁻¹: 815.80
LUMO energy, eV: 0.11
SMILES string: CCOCCOCCOCN(CCCI)S(=O)(=O)F.c1cc[nH]c1.c1cc[nH]c1.c1cc[nH]c1.c1cc[nH]c1.c1cc[nH]c1.c1cc[nH]c1
Energy, eV: -78403.435
Frontier orbital gap, eV: 8.24

Cartesian coordinates (Å):
C: 3.974 -1.433 3.031
C: 4.157 -2.094 1.669
O: 3.463 -1.385 0.655
C: 2.218 -1.945 0.313
C: 1.638 -1.017 -0.754
O: 0.247 -1.126 -1.002
C: -0.259 -2.408 -1.329
C: -0.970 -3.093 -0.159
O: -2.027 -2.307 0.374
C: -1.687 -1.341 1.296
N: -2.182 -1.590 2.698
C: -1.566 -0.550 3.573
C: -1.946 0.880 3.150
C: -0.776 1.665 2.561
I: 0.474 2.593 4.013
S: -1.953 -3.092 3.304
O: -2.435 -4.098 2.429
O: -2.218 -3.049 4.709
F: -0.355 -3.185 3.187
H: 4.724 -1.808 3.735
H: 4.092 -0.349 2.950
H: 2.990 -1.649 3.461
H: 5.212 -2.121 1.387
H: 3.808 -3.135 1.704
H: 1.558 -1.984 1.188
H: 2.349 -2.975 -0.050
H: 1.800 0.009 -0.410
H: 2.200 -1.142 -1.688
H: -0.969 -2.268 -2.150
H: 0.544 -3.063 -1.698
H: -1.445 -4.007 -0.526
H: -0.267 -3.395 0.624
H: -2.170 -0.411 0.996
H: -0.611 -1.173 1.340
H: -0.473 -0.668 3.539
H: -1.885 -0.738 4.596
H: -2.347 1.390 4.030
H: -2.751 0.877 2.413
H: -0.096 1.018 2.002
H: -1.108 2.464 1.899
C: 4.271 4.715 0.001
C: 3.126 5.489 -0.336
C: 2.052 4.918 0.294
N: 2.503 3.838 0.998
C: 3.852 3.702 0.824
H: 5.284 4.882 -0.325
H: 3.096 6.358 -0.973
H: 1.009 5.186 0.300
H: 1.918 3.237 1.551
H: 4.397 2.903 1.297
C: -4.560 -1.786 8.593
C: -3.504 -1.987 9.523
C: -2.533 -2.713 8.883
N: -2.961 -2.956 7.608
C: -4.193 -2.396 7.422
H: -5.482 -1.256 8.765
H: -3.462 -1.640 10.542
H: -1.579 -3.073 9.228
H: -2.452 -3.452 6.901
H: -4.699 -2.477 6.475
C: 1.020 3.512 -2.827
C: 0.563 4.510 -3.733
C: -0.484 3.978 -4.436
N: -0.677 2.696 -3.991
C: 0.237 2.405 -3.015
H: 1.832 3.600 -2.124
H: 0.959 5.504 -3.852
H: -1.102 4.399 -5.213
H: -1.375 2.061 -4.335
H: 0.248 1.440 -2.540
C: 4.985 -7.152 -0.016
C: 5.849 -6.890 1.083
C: 5.059 -6.631 2.170
N: 3.753 -6.727 1.771
C: 3.699 -7.045 0.441
H: 5.276 -7.396 -1.024
H: 6.926 -6.893 1.074
H: 5.311 -6.389 3.188
H: 2.957 -6.589 2.365
H: 2.756 -7.175 -0.062
C: -6.077 1.839 -3.770
C: -5.136 1.177 -2.935
C: -3.938 1.824 -3.079
N: -4.120 2.849 -3.969
C: -5.421 2.867 -4.392
H: -7.118 1.591 -3.894
H: -5.319 0.327 -2.299
H: -2.980 1.657 -2.616
H: -3.411 3.505 -4.245
H: -5.771 3.609 -5.089
C: 0.345 4.796 -9.331
C: -0.835 5.533 -9.631
C: -1.869 4.939 -8.960
N: -1.359 3.874 -8.267
C: -0.011 3.779 -8.487
H: 1.340 4.991 -9.694
H: -0.912 6.399 -10.267
H: -2.917 5.182 -8.918
H: -1.894 3.252 -7.692
H: 0.575 3.004 -8.024



Here is a 2-piece molecular cluster, C5H7N2O2 overall in a non-equilibrium geometry from the Open Molecules 2025 dataset. Energies are from ωB97M-V/def2-TZVPD.

Properties
Multiplicity: 3
M, g mol⁻¹: 127.12
LUMO energy (spin up / spin down), eV: -5.09 / -6.17
Total charge: +1
Energy, eV: -12356.133
Frontier orbital gap (spin up / spin down), eV: 3.75 / 7.53
Energy relative to the best compared isomer or geometry (same formula, charge and spin), eV: 5.0231

Cartesian coordinates (Å):
C: 0.539 0.695 -0.693
C: 1.552 0.414 0.085
C: -3.815 0.315 0.143
C: 2.566 0.010 0.793
C: -0.588 -1.740 -0.738
N: -3.257 1.426 0.229
N: -1.290 -0.830 -0.309
O: -4.252 -0.705 0.436
O: -0.783 0.457 -0.355
H: 0.534 1.069 -1.630
H: 2.882 0.601 1.540
H: 3.032 -0.921 0.668
H: -0.821 -2.781 -0.654
H: 0.484 -1.814 -0.901
H: -2.187 1.384 0.390
H: -3.530 2.182 -0.420



Here is a 2-piece molecular cluster, C13H22NO overall in a non-equilibrium geometry from the Open Molecules 2025 dataset. Energies are from ωB97M-V/def2-TZVPD.

Properties
M, g mol⁻¹: 208.33
LUMO energy, eV: -5.68
Total charge: +1
Energy, eV: -17365.388
Frontier orbital gap, eV: 5.93
Energy relative to the best compared isomer or geometry (same formula, charge and spin), eV: 3.7334

Cartesian coordinates (Å):
C: 0.412 -0.576 -4.140
C: -0.036 -1.057 -2.903
C: 0.156 0.760 -4.448
C: -0.567 -0.114 -2.012
C: -0.392 1.733 -3.644
C: -0.677 1.290 -2.287
C: 0.268 -1.672 3.220
C: -2.089 1.868 -0.309
C: -0.903 3.737 -1.486
C: 2.063 -0.863 0.855
C: 0.465 -2.573 0.437
C: -0.109 -0.794 2.030
C: -1.148 2.279 -1.258
N: 0.667 -1.206 0.779
O: -1.474 -0.739 1.825
H: 0.810 -1.107 -4.869
H: 0.294 -2.078 -2.577
H: 0.323 1.187 -5.460
H: -0.869 -0.431 -1.040
H: -0.460 2.720 -4.054
H: 1.418 -1.843 3.330
H: -0.032 -2.711 3.258
H: -0.059 -1.320 4.285
H: -3.028 2.365 -0.636
H: -2.096 0.853 -0.269
H: -1.941 2.357 0.704
H: -1.472 4.107 -2.489
H: -1.069 4.434 -0.682
H: 0.169 3.838 -1.584
H: 2.463 -0.726 -0.124
H: 2.240 0.186 1.265
H: 2.700 -1.552 1.529
H: -0.655 -2.743 0.405
H: 0.919 -2.690 -0.526
H: 0.776 -3.478 1.022
H: 0.076 0.293 2.165
H: -1.858 -1.618 1.631



Here is C37H36ClMoN2P2S as an isolated structure in a non-equilibrium geometry from the Open Molecules 2025 dataset. Energies are from ωB97M-V/def2-TZVPD.

Properties
Multiplicity: 3
M, g mol⁻¹: 734.12
LUMO energy (spin up / spin down), eV: -10.46 / -12.84
Total charge: +3
Energy, eV: -85695.390
Frontier orbital gap (spin up / spin down), eV: 5.43 / 3.05
Energy relative to the best compared isomer or geometry (same formula, charge and spin), eV: 1.8067

Cartesian coordinates (Å):
Mo: -0.578 0.010 0.029
Cl: -2.399 -1.476 -0.526
P: -0.416 -0.655 2.307
P: -0.288 0.429 -2.326
C: 1.003 -0.160 3.384
C: -0.382 -2.451 2.681
C: -1.831 0.079 3.161
C: -1.235 1.850 -3.021
C: 1.341 0.712 -3.139
C: -0.811 -1.051 -3.253
C: 0.894 0.823 4.371
C: 2.024 1.251 5.074
C: 3.274 0.704 4.806
C: 3.382 -0.313 3.859
C: 2.257 -0.746 3.164
H: -0.079 1.252 4.595
H: 1.913 2.031 5.826
H: 4.160 1.080 5.314
H: 4.350 -0.762 3.647
H: 2.361 -1.549 2.440
C: -2.109 1.435 2.963
C: -3.227 2.013 3.559
C: -4.055 1.230 4.366
C: -3.778 -0.123 4.565
C: -2.672 -0.704 3.953
H: -1.498 2.012 2.277
H: -3.456 3.065 3.370
H: -4.937 1.678 4.816
H: -4.428 -0.734 5.190
H: -2.463 -1.757 4.076
C: 0.079 -2.951 3.908
C: 0.100 -4.328 4.152
C: -0.358 -5.221 3.179
C: -0.839 -4.735 1.966
C: -0.830 -3.366 1.718
H: 0.445 -2.267 4.672
H: 0.488 -4.693 5.102
H: -0.336 -6.293 3.352
H: -1.219 -5.411 1.198
H: -1.202 -3.002 0.764
C: 1.974 -0.237 -3.950
C: 3.242 0.007 -4.476
C: 3.908 1.192 -4.194
C: 3.282 2.146 -3.391
C: 2.013 1.907 -2.870
H: 1.471 -1.172 -4.182
H: 3.711 -0.756 -5.099
H: 4.918 1.358 -4.562
H: 3.801 3.075 -3.166
H: 1.525 2.646 -2.239
C: -2.348 2.323 -2.311
C: -3.033 3.450 -2.760
C: -2.670 4.094 -3.950
C: -1.603 3.578 -4.702
C: -0.886 2.460 -4.246
H: -2.687 1.829 -1.387
H: -3.857 3.817 -2.146
H: -3.215 4.985 -4.277
H: -1.310 4.051 -5.643
H: -0.055 2.067 -4.842
C: -1.644 -0.955 -4.360
C: -2.109 -2.105 -5.001
C: -1.757 -3.364 -4.514
C: -0.924 -3.468 -3.403
C: -0.430 -2.320 -2.792
H: -1.941 0.018 -4.726
H: -2.746 -2.014 -5.875
H: -2.137 -4.268 -4.990
H: -0.669 -4.457 -3.004
H: 0.220 -2.412 -1.926
H: -2.272 1.452 0.535
H: -1.766 0.864 0.782
N: 4.029 1.161 -0.608
C: 3.076 1.491 0.260
N: 3.231 2.490 1.113
S: 1.671 0.481 0.335
H: 4.913 1.641 -0.716
H: 3.824 0.441 -1.304
H: 2.503 2.612 1.802
H: 4.105 2.989 1.246



- What is the M in the seventh record?
  734.12 g mol⁻¹



- Which formula does entry 6 have?
  C13H22NO



- Look up the M of the third one.
  415.50 g mol⁻¹